(1)
Formula: CHN4S
Source: the OMol25 dataset
Level of theory: ωB97M-V/def2-TZVPD

Output
* multiplicity: 1
* Kohn-Sham gap: 7.45 eV
* lowest unoccupied orbital energy: 4.23 eV
* net charge: -1
* molar mass: 101.114 u
* SMILES string: [S-]n1ncnn1

Geometry (Å):
C 0.385 0.199 0.061
N 0.946 1.374 0.021
N 1.563 -0.868 -0.041
N 2.207 1.256 -0.039
N 2.550 -0.032 -0.066
S 4.188 -0.254 0.038
H -0.585 -0.168 0.197



(2)
Formula: C6H12O
Source: the OMol25 dataset
Level of theory: ωB97M-V/def2-TZVPD

Output
* multiplicity: 1
* Kohn-Sham gap: 10.73 eV
* lowest unoccupied orbital energy: 1.01 eV
* molar mass: 100.161 u
* SMILES string: CC(C)CCC=O

Geometry (Å):
O -2.404 2.643 -0.053
C -2.633 1.463 -0.096
C -1.641 0.332 -0.375
C -0.272 0.604 0.153
C 0.682 -0.703 0.307
C 1.930 -0.122 1.004
C 1.109 -1.380 -1.043
H -3.605 1.088 0.312
H -1.549 0.048 -1.447
H -2.187 -0.593 0.142
H 0.134 1.433 -0.465
H -0.132 1.126 1.153
H 0.008 -1.365 0.871
H 1.808 0.831 1.679
H 2.759 -0.005 0.320
H 2.271 -0.762 1.814
H 2.023 -1.952 -1.044
H 0.320 -2.113 -1.401
H 1.380 -0.572 -1.829



(3)
Formula: C3H7N3O2
Source: the OMol25 dataset
Level of theory: ωB97M-V/def2-TZVPD

Output
* multiplicity: 1
* Kohn-Sham gap: 9.66 eV
* lowest unoccupied orbital energy: 0.68 eV
* molar mass: 117.108 u
* SMILES string: [H]/N=C(\N)O/C=N/OC

Geometry (Å):
C -3.016 0.783 0.183
C -0.280 -1.165 -0.033
C 1.851 0.078 -0.081
H -3.068 1.141 1.272
H -2.855 1.575 -0.626
H -4.030 0.428 0.077
H -0.773 -2.164 -0.292
H 1.723 2.174 0.012
H 0.319 1.051 -1.012
H 3.280 1.021 1.024
N -0.961 -0.076 0.047
N 1.368 1.259 -0.587
N 2.885 0.131 0.658
O -2.296 -0.416 0.075
O 1.174 -1.159 -0.286



(4)
Formula: C5H8N
Source: the OMol25 dataset
Level of theory: ωB97M-V/def2-TZVPD

Output
* multiplicity: 1
* Kohn-Sham gap: 9.18 eV
* lowest unoccupied orbital energy: -5.05 eV
* net charge: +1
* molar mass: 82.126 u
* SMILES string: C=C1C(C)=[N+]1C

Geometry (Å):
C -0.829 -0.776 0.090
C -1.721 -1.721 -0.006
C -0.459 0.494 -0.040
C -0.548 1.920 -0.102
C 1.806 -0.974 -0.100
N 0.524 -0.365 -0.090
H -1.431 -2.735 -0.076
H -2.855 -1.531 0.058
H 0.444 2.452 0.228
H -1.370 2.213 0.569
H -0.655 2.231 -1.048
H 1.862 -1.884 -0.887
H 1.832 -1.558 0.914
H 2.768 -0.437 -0.256



(5)
Formula: C45H58AgN2O9PSeSi
Source: the OMol25 dataset
Level of theory: ωB97M-V/def2-TZVPD

Output
* multiplicity: 1
* Kohn-Sham gap: 5.51 eV
* lowest unoccupied orbital energy: 3.80 eV
* net charge: -2
* molar mass: 1016.852 u

Geometry (Å):
Ag 0.714 -0.177 0.787
C 3.952 0.213 -1.414
C 4.101 0.289 0.064
N 3.109 0.356 0.909
C 3.665 0.413 2.167
C 5.039 0.406 2.066
N 5.286 0.325 0.725
C 6.210 0.490 3.008
O 5.934 0.596 4.236
O 7.328 0.481 2.474
C 2.764 0.447 3.353
O 3.319 0.577 4.534
O 1.555 0.367 3.217
H 2.893 0.107 -1.636
H 4.481 -0.652 -1.820
H 4.330 1.117 -1.898
H 6.228 0.275 0.367
H 4.358 0.604 4.481
C -8.411 0.941 0.217
C -6.917 0.963 0.410
C -6.251 2.116 0.806
C -4.871 2.150 0.991
C -4.241 3.432 1.460
C -4.093 0.992 0.765
Se -2.196 1.082 0.999
C -4.766 -0.182 0.375
C -4.032 -1.477 0.145
C -6.148 -0.173 0.205
H -8.842 1.929 0.390
H -8.895 0.243 0.906
H -8.681 0.633 -0.796
H -6.824 3.022 0.986
H -4.996 4.217 1.558
H -3.461 3.762 0.775
H -3.741 3.286 2.421
H -2.956 -1.330 0.216
H -4.264 -1.891 -0.840
H -4.324 -2.222 0.891
H -6.638 -1.096 -0.101
O 0.920 2.011 -0.296
P 0.925 3.491 -0.214
C 2.486 4.159 -0.849
C 3.635 3.958 -0.083
C 4.881 4.288 -0.593
C 4.986 4.823 -1.871
C 3.848 5.021 -2.640
C 2.600 4.683 -2.133
C -0.392 4.253 -1.185
C -0.564 5.633 -1.278
C -1.613 6.152 -2.020
C -2.495 5.290 -2.666
C -2.328 3.918 -2.571
C -1.275 3.393 -1.830
C 0.820 4.117 1.472
C 0.311 3.256 2.440
C 0.215 3.682 3.759
C 0.616 4.962 4.106
C 1.126 5.825 3.141
C 1.235 5.401 1.828
H 3.553 3.513 0.902
H 5.768 4.114 0.002
H 5.960 5.078 -2.271
H 3.933 5.427 -3.641
H 1.712 4.821 -2.737
H 0.119 6.303 -0.768
H -1.752 7.224 -2.088
H -3.325 5.696 -3.231
H -3.033 3.247 -3.044
H -1.157 2.324 -1.707
H 0.008 2.256 2.174
H -0.158 2.996 4.507
H 0.550 5.288 5.137
H 1.456 6.818 3.420
H 1.665 6.061 1.082
C -1.335 -3.231 -3.744
C -0.582 -2.568 -2.593
C -1.395 -1.400 -2.041
C 0.775 -2.055 -3.080
O -0.455 -3.568 -1.592
Si 0.728 -3.619 -0.400
O 1.311 -2.230 0.007
O 0.018 -4.557 0.767
C -0.881 -4.275 1.829
C -2.271 -4.717 1.374
C -0.419 -5.117 3.014
C -0.899 -2.801 2.217
O 1.930 -4.628 -0.976
C 1.957 -5.962 -1.411
C 0.770 -6.781 -0.904
C 1.962 -5.988 -2.940
C 3.259 -6.563 -0.883
H -1.480 -2.527 -4.568
H -2.311 -3.574 -3.398
H -0.775 -4.094 -4.112
H -1.409 -0.569 -2.753
H -0.955 -1.047 -1.107
H -2.425 -1.698 -1.835
H 0.626 -1.318 -3.873
H 1.385 -2.870 -3.466
H 1.311 -1.587 -2.251
H -2.257 -5.783 1.133
H -2.552 -4.165 0.475
H -3.017 -4.534 2.151
H -0.356 -6.168 2.721
H -1.116 -5.023 3.851
H 0.568 -4.787 3.339
H -1.172 -2.174 1.366
H 0.084 -2.481 2.565
H -1.631 -2.626 3.009
H -0.170 -6.343 -1.245
H 0.750 -6.799 0.185
H 0.848 -7.803 -1.285
H 1.030 -5.567 -3.320
H 2.057 -7.014 -3.308
H 2.795 -5.396 -3.324
H 3.254 -6.543 0.208
H 4.104 -5.965 -1.230
H 3.386 -7.595 -1.222



Which largest force on an atom belongs to each record? In order, 6.51; 2.73; 4.56; 5.01; 0.89 eV Å⁻¹.
Which highest occupied orbital energy belongs to each record? In order, -3.22; -9.72; -8.98; -14.23; -1.71 eV.
Which ΔE to the lowest compared entry with this formula, charge and spin belongs to each record? In order, 121.0; 171.9; 583.1; 432.1; 38.8 kJ/mol.